Entry 1:
90
Properties=species:S:1:pos:R:3:lowdin_charge:R:1 method="wB97M-V/def2-TZVPD" lumo_ha=-0.151 smiles="CCCCCCCCCCCCCCCC[C@@H]1[C@@H](CCSc2nnco2)N(/C(I)=C(/C)I)C(NCC)=[N+]1S(=O)(=O)F" charge=+1 multiplicity=1 homo_energy_ev=-11.4
C -0.355 -2.141 5.188 -0.140
C 1.137 -2.022 4.600 -0.260
C 1.262 -2.585 3.080 -0.274
C 2.678 -2.069 2.501 -0.204
C 2.543 -1.147 1.175 -0.232
C 3.272 0.297 1.338 -0.199
C 3.641 0.833 -0.129 -0.217
C 4.153 2.357 -0.193 -0.209
C 3.162 3.433 0.474 -0.193
C 2.025 3.751 -0.648 -0.208
C 1.421 5.209 -0.351 -0.208
C -0.182 5.264 -0.530 -0.197
C -0.870 4.259 0.509 -0.211
C -2.085 3.401 -0.096 -0.184
C -1.651 2.483 -1.333 -0.170
C -1.201 0.994 -0.928 -0.107
C -2.109 -0.051 -1.734 -0.194
C -2.378 -1.509 -1.048 -0.237
C -3.823 -1.663 -0.376 -0.167
C -3.810 -1.460 1.206 -0.430
S -3.977 0.326 1.731 0.931
C -2.399 0.904 2.468 -0.541
N -1.329 -0.038 2.488 -0.014
N -0.257 0.613 3.032 0.018
C -0.638 1.940 3.364 -0.052
O -2.012 2.142 2.998 -0.026
N -2.090 -2.346 -2.243 -0.049
C -2.212 -3.809 -2.129 -0.712
I -3.739 -4.724 -3.429 0.865
C -1.441 -4.660 -1.305 -0.689
C -1.667 -6.252 -1.322 -0.189
I 0.092 -3.854 -0.004 1.018
C -0.951 -1.803 -2.956 -0.185
N 0.106 -2.391 -3.486 0.136
C 1.187 -1.681 -4.237 -0.157
C 1.847 -0.438 -3.464 -0.065
N -1.255 -0.337 -2.959 -0.088
S -1.797 0.331 -4.451 0.820
O -3.163 0.934 -4.394 -0.254
O -0.783 1.382 -4.843 -0.287
F -1.705 -0.891 -5.584 -0.183
H -0.891 -1.121 5.241 0.057
H -1.003 -2.794 4.511 0.064
H -0.360 -2.530 6.273 0.075
H 1.369 -0.902 4.523 0.085
H 1.888 -2.530 5.306 0.116
H 1.296 -3.728 3.176 0.097
H 0.380 -2.258 2.426 0.019
H 3.299 -3.000 2.230 0.108
H 3.272 -1.508 3.297 0.104
H 2.958 -1.725 0.266 0.096
H 1.431 -0.963 0.927 0.070
H 4.216 0.189 1.979 0.120
H 2.524 0.966 1.880 0.090
H 4.488 0.173 -0.545 0.120
H 2.679 0.770 -0.751 0.084
H 5.206 2.376 0.254 0.112
H 4.237 2.630 -1.303 0.102
H 3.724 4.400 0.712 0.112
H 2.671 3.085 1.442 0.096
H 2.423 3.671 -1.712 0.110
H 1.250 2.901 -0.526 0.088
H 1.965 5.979 -1.016 0.121
H 1.666 5.512 0.727 0.110
H -0.412 5.044 -1.630 0.108
H -0.528 6.332 -0.269 0.117
H -1.274 4.910 1.370 0.121
H -0.147 3.515 0.985 0.086
H -2.650 2.820 0.707 0.073
H -2.842 4.170 -0.510 0.125
H -2.567 2.404 -2.032 0.113
H -0.830 2.968 -1.975 0.110
H -0.127 0.867 -1.333 0.102
H -1.139 0.803 0.194 0.095
H -3.177 0.309 -1.910 0.148
H -1.640 -1.470 -0.179 0.090
H -4.202 -2.737 -0.569 0.119
H -4.595 -0.986 -0.904 0.132
H -4.751 -1.988 1.613 0.099
H -2.922 -1.962 1.733 0.092
H 0.074 2.718 3.814 0.157
H -1.222 -6.623 -2.321 0.094
H -1.104 -6.797 -0.498 0.074
H -2.763 -6.555 -1.276 0.055
H 0.163 -3.421 -3.356 0.166
H 0.820 -1.431 -5.292 0.132
H 2.030 -2.455 -4.387 0.142
H 2.973 -0.546 -3.287 0.097
H 1.625 0.496 -4.102 0.090
H 1.318 -0.297 -2.465 0.051

***

Entry 2:
99
Properties=species:S:1:pos:R:3:lowdin_charge:R:1 method="wB97M-V/def2-TZVPD" lumo_ha=-0.360 charge=+3 multiplicity=1 homo_energy_ev=-14.5
Ba -2.219 -2.687 -1.908 2.100
Ba -1.301 -3.079 2.547 2.104
B -0.528 -0.501 0.184 -1.331
F -1.588 -0.449 -0.762 -0.038
F -0.142 -1.888 0.423 -0.104
F 0.551 0.210 -0.214 0.215
F -1.041 -0.139 1.436 0.111
C -2.783 3.391 -2.511 -0.042
C -2.412 2.543 -1.480 -0.061
C -3.355 1.901 -0.700 -0.018
C -4.678 2.280 -0.833 -0.168
C -5.046 3.318 -1.663 0.014
C -4.112 3.843 -2.545 -0.027
N -5.673 1.691 0.053 -0.352
O -6.833 1.837 -0.196 0.137
O -5.240 1.042 1.005 0.035
H -2.064 3.808 -3.202 0.110
H -1.385 2.207 -1.379 0.089
H -3.126 1.128 0.014 0.095
H -6.075 3.643 -1.743 0.133
H -4.392 4.545 -3.317 0.121
C 5.514 0.716 0.846 -0.051
C 4.193 0.345 0.627 -0.061
C 3.922 -0.817 -0.096 -0.036
C 4.968 -1.597 -0.529 -0.148
C 6.289 -1.266 -0.251 0.018
C 6.572 -0.073 0.390 -0.032
N 4.691 -2.754 -1.396 -0.337
O 5.625 -3.410 -1.787 0.129
O 3.519 -2.995 -1.662 0.021
H 5.762 1.630 1.371 0.117
H 3.331 0.935 0.912 0.103
H 2.891 -1.076 -0.288 0.086
H 7.087 -1.932 -0.551 0.130
H 7.570 0.301 0.563 0.122
C 0.995 3.786 -0.959 -0.110
O 0.464 4.206 -2.203 -0.194
C 1.408 3.933 -3.244 -0.194
C 1.360 5.047 -4.269 -0.203
O 1.884 4.495 -5.468 -0.206
C 2.072 5.482 -6.469 -0.099
H 0.424 4.297 -0.179 0.097
H 2.048 4.033 -0.842 0.091
H 0.827 2.713 -0.788 0.061
H 1.038 3.044 -3.777 0.116
H 2.435 3.751 -2.931 0.127
H 1.957 5.923 -4.006 0.134
H 0.309 5.304 -4.455 0.129
H 2.502 4.967 -7.330 0.092
H 2.831 6.217 -6.183 0.094
H 1.121 5.932 -6.759 0.092
C 1.159 -1.609 -2.945 -0.061
O -0.226 -1.448 -3.288 -0.346
C -0.560 -0.123 -3.673 -0.190
C -1.980 -0.088 -4.204 -0.158
O -2.843 -0.651 -3.215 -0.481
C -4.234 -0.357 -3.350 -0.058
H 1.544 -0.803 -2.321 0.094
H 1.771 -1.663 -3.847 0.119
H 1.309 -2.557 -2.427 0.075
H 0.009 0.334 -4.490 0.159
H -0.536 0.585 -2.840 0.119
H -2.072 -0.565 -5.183 0.151
H -2.180 0.979 -4.346 0.144
H -4.409 0.722 -3.289 0.101
H -4.825 -0.785 -2.536 0.094
H -4.606 -0.664 -4.330 0.115
C 0.394 -0.237 4.110 -0.041
O 0.690 -1.537 3.573 -0.364
C 1.996 -2.024 3.785 -0.180
C 2.286 -3.070 2.731 -0.175
O 1.256 -4.070 2.774 -0.372
C 1.703 -5.295 2.169 -0.055
H 0.692 0.464 3.324 0.102
H 0.933 0.025 5.019 0.115
H -0.673 -0.117 4.248 0.075
H 2.131 -2.427 4.792 0.140
H 2.731 -1.224 3.629 0.149
H 3.269 -3.472 2.987 0.149
H 2.362 -2.574 1.757 0.125
H 2.669 -5.620 2.548 0.110
H 1.757 -5.184 1.081 0.099
H 0.957 -6.064 2.379 0.096
C -0.105 -4.199 5.938 -0.058
O -0.969 -3.307 5.236 -0.366
C -1.958 -2.783 6.111 -0.187
C -3.096 -2.196 5.325 -0.179
O -2.618 -1.384 4.242 -0.404
C -3.603 -0.498 3.671 -0.049
H 0.239 -3.748 6.875 0.116
H 0.803 -4.358 5.360 0.082
H -0.596 -5.141 6.186 0.111
H -1.520 -2.075 6.825 0.152
H -2.347 -3.550 6.793 0.149
H -3.720 -1.574 5.968 0.154
H -3.682 -3.016 4.881 0.132
H -4.479 -1.110 3.446 0.105
H -3.176 -0.103 2.747 0.072
H -3.813 0.381 4.278 0.119

***

Entry 3:
103
Properties=species:S:1:pos:R:3:lowdin_charge:R:1 method="wB97M-V/def2-TZVPD" e_above_lowest_kcal_mol=33.9 lumo_ha=0.003 smiles="C[C@H]1COC(=O)O1.C[C@H]1COC(=O)O1.C[C@H]1COC(=O)O1.COC(=O)OC.COC(=O)OC.BrCCBr.BrCCBr.BrCCBr.BrCCBr.BrCCBr" multiplicity=1 homo_energy_ev=-9.7
C 33.463 -5.189 24.181 -0.028
C 31.973 -5.033 24.214 -0.342
C 31.255 -5.691 25.362 -0.083
O 30.324 -4.700 25.816 0.089
C 30.616 -3.562 25.190 -0.600
O 30.042 -2.530 25.381 0.159
O 31.689 -3.692 24.440 0.108
H 33.925 -4.689 23.330 0.086
H 33.855 -6.168 23.905 0.086
H 34.037 -4.913 25.066 0.095
H 31.532 -5.362 23.273 0.160
H 31.875 -5.957 26.218 0.134
H 30.739 -6.625 25.140 0.137
C 24.306 -9.047 19.038 0.002
C 25.686 -9.750 18.778 -0.300
C 26.461 -9.485 17.489 -0.096
O 27.707 -8.972 17.898 0.090
C 27.745 -8.901 19.223 -0.528
O 28.737 -8.538 19.881 0.093
O 26.611 -9.364 19.780 0.082
H 24.153 -9.126 20.114 0.081
H 23.524 -9.569 18.488 0.083
H 24.364 -7.981 18.814 0.085
H 25.578 -10.831 18.862 0.144
H 25.900 -8.805 16.848 0.134
H 26.565 -10.418 16.933 0.133
C 20.282 -19.268 16.790 -0.023
C 21.340 -18.314 17.170 -0.354
C 22.413 -18.163 16.065 -0.117
O 22.702 -16.808 16.125 0.067
C 21.743 -16.133 16.783 -0.546
O 21.725 -14.935 16.870 0.159
O 20.843 -17.029 17.190 0.098
H 20.614 -20.153 16.246 0.095
H 19.558 -18.795 16.126 0.099
H 19.668 -19.478 17.666 0.090
H 21.933 -18.486 18.067 0.162
H 22.028 -18.384 15.069 0.133
H 23.299 -18.794 16.132 0.137
Br 21.925 -6.432 13.472 0.632
C 21.679 -5.677 11.719 -0.704
C 20.317 -4.967 11.796 -0.668
Br 20.147 -3.730 10.221 0.547
H 21.742 -6.578 11.109 0.051
H 22.508 -4.979 11.598 0.047
H 20.199 -4.373 12.703 0.040
H 19.527 -5.718 11.771 0.056
Br 33.905 -6.598 16.280 0.551
C 34.675 -8.473 16.456 -0.600
C 34.392 -8.887 17.903 -0.654
Br 35.201 -10.671 18.478 0.506
H 35.750 -8.434 16.276 0.053
H 34.291 -9.202 15.742 0.061
H 33.335 -9.057 18.107 0.043
H 34.766 -8.180 18.645 0.039
Br 27.362 -1.358 21.014 0.557
C 28.931 -2.007 19.963 -0.652
C 28.747 -3.515 19.668 -0.692
Br 27.224 -3.758 18.486 0.577
H 29.820 -1.907 20.587 0.052
H 29.137 -1.341 19.125 0.055
H 28.548 -3.973 20.637 0.049
H 29.589 -3.944 19.124 0.053
Br 20.101 -5.073 20.413 0.552
C 18.722 -6.524 20.526 -0.658
C 17.504 -6.253 19.664 -0.669
Br 17.980 -6.366 17.747 0.571
H 18.441 -6.752 21.554 0.064
H 19.158 -7.391 20.030 0.033
H 17.139 -5.230 19.753 0.042
H 16.661 -6.906 19.890 0.064
Br 27.555 -17.045 17.062 0.588
C 27.502 -15.690 18.475 -0.667
C 26.585 -16.288 19.635 -0.637
Br 26.217 -14.810 20.935 0.544
H 27.019 -14.849 17.976 0.035
H 28.485 -15.329 18.776 0.058
H 26.982 -17.139 20.189 0.049
H 25.565 -16.578 19.387 0.030
C 19.121 -11.368 23.106 -0.084
O 17.813 -10.965 23.116 -0.016
C 16.874 -11.947 23.016 -0.572
O 17.076 -13.187 22.951 0.077
O 15.726 -11.369 22.970 0.034
C 14.571 -12.152 23.355 -0.023
H 19.878 -10.587 23.038 0.094
H 19.306 -11.890 22.167 0.104
H 19.175 -11.875 24.069 0.109
H 14.648 -13.157 22.940 0.088
H 13.634 -11.724 23.000 0.093
H 14.385 -12.410 24.397 0.096
C 31.208 -13.142 13.896 -0.007
O 31.446 -11.847 13.302 0.001
C 30.462 -11.206 12.752 -0.613
O 29.311 -11.611 12.661 0.104
O 30.978 -10.029 12.348 -0.016
C 30.191 -8.852 12.288 -0.038
H 30.738 -12.963 14.862 0.098
H 32.230 -13.495 14.031 0.095
H 30.602 -13.789 13.262 0.098
H 29.148 -9.135 12.431 0.092
H 30.343 -8.523 11.260 0.094
H 30.496 -8.061 12.973 0.093

***

Entry 4:
103
Properties=species:S:1:pos:R:3:lowdin_charge:R:1 method="wB97M-V/def2-TZVPD" lumo_ha=-0.004 smiles="C[C@H]1COC(=O)O1.C[C@H]1COC(=O)O1.C[C@H]1COC(=O)O1.BrCCBr.BrCCBr.BrCCBr.BrCCBr.BrCCBr.BrCCBr.BrCCBr.BrCCBr" multiplicity=1 homo_energy_ev=-9.9
Br 0.898 -5.813 4.110 0.626
C 2.037 -4.223 4.246 -0.688
C 1.155 -3.025 4.034 -0.644
Br 2.329 -1.462 3.703 0.624
H 2.801 -4.339 3.487 0.019
H 2.532 -4.128 5.208 0.067
H 0.554 -2.742 4.889 0.048
H 0.534 -3.084 3.148 0.019
Br 5.370 2.211 1.108 0.653
C 4.395 1.479 2.640 -0.745
C 5.027 1.921 3.922 -0.654
Br 3.870 1.280 5.391 0.591
H 4.281 0.400 2.578 0.001
H 3.388 1.886 2.555 -0.012
H 5.102 2.999 4.045 0.055
H 6.061 1.609 4.068 0.065
Br 1.348 5.715 0.074 0.629
C 1.770 4.938 -1.647 -0.692
C 2.522 3.655 -1.436 -0.666
Br 3.080 2.920 -3.179 0.696
H 2.314 5.711 -2.172 0.052
H 0.843 4.694 -2.161 0.031
H 2.009 2.892 -0.865 -0.004
H 3.484 3.855 -0.973 0.018
Br 1.541 -2.555 0.196 0.719
C -0.113 -1.536 0.071 -0.653
C 0.062 -0.077 -0.265 -0.608
Br 1.276 0.843 0.980 0.686
H -0.762 -1.718 0.923 0.005
H -0.627 -1.964 -0.793 0.053
H -0.831 0.527 -0.301 0.011
H 0.648 -0.073 -1.183 0.034
Br -3.242 -1.943 2.416 0.670
C -4.572 -0.810 3.286 -0.723
C -5.903 -0.915 2.595 -0.709
Br -7.076 0.542 3.160 0.621
H -4.248 0.228 3.246 0.000
H -4.578 -1.025 4.351 0.055
H -6.413 -1.845 2.827 0.062
H -5.795 -0.883 1.516 0.020
Br 4.268 -1.347 -2.610 0.723
C 2.864 -0.540 -3.706 -0.737
C 1.718 -1.508 -3.887 -0.655
Br 0.288 -0.452 -4.724 0.660
H 3.358 -0.364 -4.656 0.053
H 2.589 0.409 -3.266 -0.065
H 1.440 -1.828 -2.886 0.016
H 2.010 -2.358 -4.490 0.066
Br 0.612 3.804 3.343 0.589
C -0.494 2.662 4.527 -0.660
C -0.526 1.264 3.969 -0.704
Br -1.395 0.120 5.318 0.632
H -1.476 3.106 4.652 0.057
H 0.055 2.751 5.456 0.041
H 0.489 0.917 3.853 -0.028
H -1.072 1.270 3.033 0.031
Br -2.448 5.583 0.605 0.645
C -2.410 3.674 0.870 -0.731
C -3.678 3.089 0.267 -0.673
Br -3.641 1.168 0.523 0.755
H -2.384 3.446 1.932 0.035
H -1.527 3.293 0.371 0.033
H -3.676 3.366 -0.785 0.048
H -4.571 3.540 0.687 0.059
C -4.006 -1.267 -2.396 -0.034
C -4.850 -2.447 -1.981 -0.315
C -4.410 -3.829 -2.477 -0.076
O -4.789 -4.652 -1.367 0.065
C -4.946 -3.910 -0.251 -0.606
O -5.130 -4.321 0.819 0.172
O -4.734 -2.608 -0.563 0.023
H -3.963 -1.209 -3.491 0.090
H -2.979 -1.283 -2.037 0.077
H -4.486 -0.334 -2.104 0.058
H -5.893 -2.273 -2.258 0.158
H -3.351 -3.997 -2.669 0.138
H -5.025 -4.028 -3.354 0.134
C -3.763 2.984 -5.391 -0.021
C -2.424 2.384 -5.047 -0.286
C -1.190 3.261 -5.428 -0.075
O -0.489 3.461 -4.200 0.044
C -1.102 2.799 -3.215 -0.604
O -0.607 2.609 -2.158 0.144
O -2.333 2.413 -3.589 0.061
H -3.850 3.229 -6.451 0.092
H -3.837 3.951 -4.892 0.097
H -4.563 2.305 -5.108 0.086
H -2.216 1.383 -5.421 0.125
H -1.437 4.262 -5.790 0.135
H -0.562 2.760 -6.165 0.129
C 4.669 -4.722 0.902 -0.014
C 4.883 -3.376 0.234 -0.382
C 5.014 -2.197 1.186 -0.122
O 6.421 -1.905 1.126 0.064
C 7.037 -2.626 0.175 -0.606
O 8.152 -2.537 -0.125 0.198
O 6.139 -3.417 -0.459 0.055
H 3.680 -4.680 1.365 0.061
H 5.488 -4.946 1.588 0.101
H 4.669 -5.559 0.204 0.090
H 4.132 -3.186 -0.532 0.034
H 4.685 -2.434 2.200 0.089
H 4.502 -1.266 0.927 0.102

***

Entry 5:
97
Properties=species:S:1:pos:R:3:lowdin_charge:R:1 method="wB97M-V/def2-TZVPD" lumo_ha=0.004 smiles="CC[C@]1(OC[C@@H](C)C(C)C)C(=O)O[C@](OC#N)(OC[C@@H](C)C(C)C)[C@@]1([C@@H](Br)[C@H](C)Br)P(C)C.O=S1(=O)OCCO1.O=S1(=O)OCCO1" multiplicity=1 homo_energy_ev=-8.0
C 0.754 -3.019 2.922 -0.080
C 0.450 -1.475 3.135 -0.147
C 0.301 -0.600 1.822 -0.318
O -0.391 -1.179 0.720 -0.111
C -1.585 -1.913 1.016 -0.180
C -2.658 -1.607 -0.145 -0.269
C -1.994 -2.241 -1.487 -0.070
C -4.038 -2.371 0.058 -0.374
C -5.133 -1.563 -0.814 -0.085
C -4.594 -2.388 1.550 -0.101
C 1.823 -0.653 1.242 -0.321
O 2.846 -1.145 1.670 0.132
O 1.721 0.163 0.081 0.045
C 0.968 1.323 0.483 -0.411
O -0.005 1.402 -0.658 -0.021
C 0.385 0.633 -1.725 -0.236
N 0.453 -0.172 -2.589 0.208
O 1.531 2.603 0.426 -0.128
C 2.601 2.802 -0.500 -0.132
C 2.156 3.430 -1.923 -0.274
C 0.773 4.212 -1.852 -0.075
C 3.281 4.508 -2.351 -0.371
C 3.063 5.937 -1.678 -0.102
C 3.337 4.583 -3.954 -0.086
C 0.306 1.037 1.956 -0.303
C 0.971 1.653 3.242 -0.590
Br 2.980 1.833 3.172 0.749
C 0.471 3.033 3.840 -0.765
C -0.970 2.973 4.560 -0.130
Br 0.775 4.665 2.783 0.700
P -1.530 1.428 1.587 1.016
C -2.707 0.725 2.869 -0.262
C -1.881 3.194 1.108 -0.291
H -0.208 -3.585 3.160 0.095
H 1.560 -3.365 3.626 0.072
H 1.026 -3.232 1.839 0.094
H 1.341 -1.052 3.708 0.119
H -0.516 -1.390 3.734 0.111
H -1.342 -3.026 0.882 0.141
H -2.011 -1.816 2.053 0.098
H -2.765 -0.504 -0.359 0.116
H -0.980 -2.703 -1.240 0.083
H -1.913 -1.492 -2.329 0.057
H -2.620 -3.117 -1.875 0.081
H -4.056 -3.430 -0.339 0.128
H -4.806 -1.593 -1.906 0.083
H -5.027 -0.473 -0.498 0.082
H -6.180 -1.957 -0.666 0.080
H -5.513 -3.067 1.547 0.087
H -3.867 -2.854 2.278 0.074
H -4.955 -1.358 1.839 0.071
H 3.267 3.617 -0.050 0.133
H 3.293 1.933 -0.688 0.146
H 2.151 2.632 -2.737 0.131
H -0.091 3.500 -2.082 0.081
H 0.569 4.664 -0.831 0.078
H 0.692 5.025 -2.649 0.086
H 4.292 4.137 -1.980 0.128
H 3.982 6.605 -1.760 0.085
H 2.233 6.511 -2.211 0.079
H 2.762 5.892 -0.589 0.075
H 3.642 5.601 -4.340 0.076
H 4.099 3.830 -4.318 0.078
H 2.327 4.344 -4.413 0.080
H 0.831 0.944 4.127 0.099
H 1.161 3.185 4.741 0.071
H -1.111 1.894 4.875 0.070
H -1.818 3.265 3.882 0.041
H -0.960 3.593 5.515 0.093
H -2.096 0.272 3.710 0.033
H -3.381 -0.071 2.442 0.008
H -3.391 1.512 3.338 0.060
H -0.931 3.640 0.662 0.005
H -2.360 3.858 1.886 0.035
H -2.616 3.162 0.232 0.057
C 3.070 -5.403 2.331 -0.185
C 4.313 -6.206 2.673 -0.166
O 3.829 -7.346 3.387 -0.189
S 2.366 -7.745 2.819 0.639
O 2.524 -8.799 1.867 -0.222
O 1.462 -7.830 3.920 -0.224
O 2.071 -6.374 2.010 -0.190
H 2.722 -4.829 3.190 0.098
H 3.232 -4.731 1.488 0.139
H 5.018 -5.642 3.283 0.137
H 4.816 -6.561 1.770 0.134
C -0.804 -0.499 -5.457 -0.192
C -0.420 -1.075 -6.808 -0.170
O -1.583 -0.913 -7.622 -0.194
S -2.367 0.429 -7.165 0.635
O -1.989 1.493 -8.041 -0.229
O -3.729 0.089 -6.908 -0.228
O -1.609 0.646 -5.752 -0.193
H -1.411 -1.205 -4.884 0.123
H 0.065 -0.211 -4.868 0.089
H -0.136 -2.125 -6.748 0.136
H 0.394 -0.504 -7.264 0.132

***

no.,Kohn-Sham gap (Ha)
1,0.2667
2,0.1737
3,0.3610
4,0.3585
5,0.2973